Entry 1:
Here is a structure of composition C38H65Br36FN3O4P2 from the Open Molecules 2025 dataset. Energies are from ωB97M-V/def2-TZVPD.

Cartesian coordinates (Å):
C 2.41764 -3.01904 2.41766
C 4.02363 -2.82379 2.11065
C 4.21759 -1.99611 0.75371
C 3.98173 -2.85265 -0.56772
C 4.81173 -2.30207 -1.84320
C 5.00612 -0.73008 -1.83749
C 5.80832 -0.15898 -3.10456
C 4.95167 1.00972 -3.77157
C 5.24278 2.46207 -3.19087
C 5.30199 2.55137 -1.60701
C 3.85841 2.57308 -0.91245
C 3.28717 4.03829 -0.67158
C 1.71092 4.16411 -0.81304
C 0.87550 3.21480 0.15641
C 0.00748 4.01892 1.25393
C -1.53551 3.58294 1.26159
C -1.88373 2.40786 2.28148
C -2.94645 1.34646 1.74549
N -2.86025 1.05355 0.29270
C -3.87275 1.29497 -0.68489
C -5.33341 1.87758 -0.49756
C -6.33162 0.67134 -0.88661
C -6.53124 -0.35233 0.32325
F -7.59681 1.25311 -1.17482
C -3.32580 0.89453 -2.01995
P -4.06699 0.98704 -3.72835
O -3.34650 2.02393 -4.57123
O -3.91289 -0.48301 -4.52450
O -5.68614 1.49270 -3.69868
N -1.99771 0.39582 -1.67965
P -0.77809 -0.23755 -2.84738
N -0.65415 0.71131 -4.11471
C -1.70870 0.47749 -0.29815
C -0.42077 0.04207 0.48024
C -0.75751 -1.23887 1.40575
O -0.54785 -2.44846 0.61949
H 1.87300 -2.30197 1.71835
H 2.13403 -4.08180 2.16531
H 2.19575 -2.74834 3.48378
H 4.40966 -2.14229 2.94359
H 4.60944 -3.78020 2.12262
H 5.29125 -1.61858 0.76803
H 3.55388 -1.06997 0.70058
H 4.27256 -3.92648 -0.36927
H 2.87964 -2.79917 -0.85479
H 4.18189 -2.60222 -2.75002
H 5.78108 -2.88491 -1.93750
H 5.55749 -0.34576 -0.91464
H 3.95743 -0.27414 -1.88231
H 6.87839 0.12120 -2.89106
H 5.83242 -1.01272 -3.87798
H 3.84370 0.73047 -3.78426
H 5.25392 1.03965 -4.87594
H 6.24051 2.81793 -3.60052
H 4.43936 3.16680 -3.59765
H 5.97316 1.74375 -1.16056
H 5.80331 3.53756 -1.34114
H 4.01722 2.11203 0.12484
H 3.11307 1.87406 -1.42691
H 3.78051 4.71334 -1.45125
H 3.61041 4.46069 0.33483
H 1.42903 5.26209 -0.72190
H 1.44881 3.86956 -1.88519
H 1.55731 2.45241 0.66093
H 0.17015 2.60537 -0.50118
H 0.01545 5.10165 0.88945
H 0.44818 3.96210 2.29405
H -2.14115 4.50025 1.57356
H -1.81280 3.38061 0.18415
H -2.36962 2.90735 3.18720
H -0.96355 1.88278 2.71056
H -3.97271 1.81667 1.91385
H -2.94538 0.41369 2.39696
H -5.52964 2.81624 -1.09123
H -5.53610 2.08566 0.59992
H -5.92056 0.04850 -1.75030
H -5.71796 -1.15019 0.24009
H -6.48724 0.20414 1.30432
H -7.51471 -0.88339 0.13886
H -4.03102 -1.18931 -3.85025
H -5.82788 1.76564 -4.63937
H 0.53175 -0.28382 -2.24697
H -1.22426 -1.52983 -3.24656
H 0.30072 1.07628 -4.20964
H 0.40602 -0.29686 -0.20811
H -0.00440 0.82881 1.17105
H -1.85230 -1.22885 1.73551
H -0.14874 -1.23146 2.36506
H -1.40667 -2.91748 0.69383
C 1.27369 7.95112 2.68539
Br 2.41453 6.39844 2.89448
Br 1.34193 8.65470 0.88344
Br -0.54444 7.59089 3.25029
H 1.66504 8.72321 3.34345
C -2.53088 9.34525 -1.08142
Br -3.49161 9.05950 0.57616
Br -1.39699 10.91284 -0.99643
Br -1.54116 7.77002 -1.61854
H -3.27463 9.53135 -1.85269
C 5.20368 10.98542 1.68323
Br 4.96538 10.78450 -0.22822
Br 3.86206 12.14806 2.45768
Br 5.27251 9.27114 2.58249
H 6.16730 11.46434 1.83580
C 4.14934 -5.25000 5.39038
Br 5.87451 -4.43757 5.73609
Br 2.95639 -5.08346 6.90958
Br 3.34115 -4.55947 3.75887
H 4.32361 -6.31314 5.23928
C -7.88804 -4.32663 -0.19535
Br -9.41009 -3.12923 -0.19352
Br -7.11737 -4.50986 -1.96254
Br -6.55856 -3.80492 1.11550
H -8.25600 -5.30913 0.09522
C -7.89163 -8.65907 0.22093
Br -9.41920 -7.46700 0.22748
Br -7.12402 -8.83389 -1.54966
Br -6.56539 -8.13475 1.53158
H -8.25493 -9.64350 0.51105
C 8.89785 -0.84353 -5.46403
Br 9.06491 0.77042 -4.40469
Br 7.84003 -2.20140 -4.56887
Br 8.22548 -0.46844 -7.24060
H 9.89938 -1.24866 -5.58152
C -8.83972 -13.28270 1.25532
Br -8.05230 -14.69681 0.19374
Br -7.57174 -12.53190 2.51264
Br -9.64338 -11.91289 0.14532
H -9.64059 -13.72989 1.83838
C -6.79994 -5.07606 -6.44837
Br -8.42152 -5.71942 -5.60926
Br -7.17450 -4.01330 -8.02210
Br -5.67035 -4.12500 -5.19133
H -6.24304 -5.94926 -6.77796
C 1.50792 -3.95907 10.60145
Br 3.21650 -3.13801 10.99530
Br 0.95593 -5.17840 12.00072
Br 0.14465 -2.63581 10.22059
H 1.63919 -4.54948 9.69844
C -4.88267 6.19374 -4.15666
Br -4.34832 4.95070 -2.77149
Br -6.52036 7.11866 -3.69555
Br -3.45291 7.42289 -4.59109
H -5.08617 5.61241 -5.05224
C 9.91563 -4.99671 6.57108
Br 9.08387 -3.26105 6.79707
Br 11.79941 -4.95328 7.01681
Br 8.97537 -6.37727 7.55120
H 9.84348 -5.24927 5.51646

Forces on atoms 1 to 2 (eV/Å):
C 0.2 2.4 -2.5
C -0.8 2.9 -1.2

Output
**DFT total energy**: -95398.62274 Ha
**HOMO-LUMO gap**: 7.765 eV
**Charge**: +1

Results of the Mulliken charge analysis, in e, for atoms 1 through 5:
1. C -0.432
2. C -1.112
3. C -0.186
4. C -0.210
5. C -1.038

Entry 2:
Here is a structure of composition C38H65HgO4Si2 from the Open Molecules 2025 dataset. Energies are from ωB97M-V/def2-TZVPD.

Cartesian coordinates (Å):
Hg 0.21168 -0.30811 -0.88908
C 3.08707 -0.74157 2.35127
C 3.94268 -1.31806 1.21277
C 5.42310 -1.17746 1.59098
C 3.62193 -2.81611 1.16722
Si 3.37150 -0.42903 -0.46256
C 4.20523 1.36067 -0.56802
C 5.68362 1.36771 -0.97830
C 3.40706 2.21220 -1.56647
C 4.07784 2.08898 0.77588
C 3.97753 -1.53311 -1.98988
C 5.42571 -2.03562 -1.93121
C 3.80427 -0.72619 -3.28228
C 3.05236 -2.74992 -2.13078
H 3.31697 -1.25114 3.29646
H 2.02598 -0.88336 2.13572
H 3.25516 0.32505 2.49207
H 5.62507 -1.73887 2.51378
H 5.69680 -0.13691 1.76981
H 6.07407 -1.57538 0.81012
H 3.77709 -3.25850 2.15961
H 4.26839 -3.35072 0.47057
H 2.58182 -2.98544 0.88052
H 5.80999 1.03992 -2.01138
H 6.27770 0.71180 -0.33816
H 6.09690 2.38311 -0.90194
H 3.42156 1.80188 -2.57616
H 3.81874 3.22915 -1.61152
H 2.36413 2.28481 -1.25113
H 4.73746 1.67041 1.53784
H 3.04868 2.04574 1.13837
H 4.34461 3.14618 0.65426
H 6.13619 -1.20925 -1.86837
H 5.65934 -2.61471 -2.83559
H 5.58709 -2.69056 -1.07390
H 4.50205 0.11042 -3.33889
H 2.78686 -0.33328 -3.35223
H 3.98315 -1.36684 -4.15544
H 3.13865 -3.43967 -1.29430
H 3.29540 -3.30473 -3.04645
H 2.00755 -2.43760 -2.19078
C -2.01135 -6.96059 1.51007
C -2.22246 -6.57558 0.19097
C -2.08090 -5.25490 -0.19679
C -1.72090 -4.26029 0.72591
C -1.50191 -4.67434 2.04968
C -1.64240 -5.99496 2.43794
C -1.55670 -2.84291 0.39191
C -1.75839 -2.21530 -0.77503
C -2.39021 -2.59910 -1.98078
C -1.74903 -2.51030 -3.24154
C -2.40751 -2.82929 -4.41090
C -3.74283 -3.22703 -4.40539
C -4.41414 -3.26062 -3.18420
C -3.76684 -2.94720 -2.00684
H -2.12161 -7.99608 1.81052
H -2.49612 -7.32401 -0.54507
H -2.24357 -4.97602 -1.22811
H -1.21296 -3.93031 2.78396
H -1.45152 -6.27494 3.46858
H -1.18065 -2.25596 1.23293
H -0.71949 -2.17228 -3.27542
H -1.87848 -2.75679 -5.35584
H -4.24396 -3.49452 -5.32802
H -5.46034 -3.54975 -3.15789
H -4.30530 -2.97483 -1.06645
C -0.97518 4.86342 -1.28709
C -0.88201 5.18344 0.21105
C -1.14338 6.67693 0.43674
C 0.51942 4.80936 0.71324
O -1.85343 4.48225 0.95583
Si -2.21079 2.85604 0.74600
O -1.06643 1.98057 0.17246
O -2.74944 2.44682 2.28035
C -2.07527 1.63554 3.21532
C -2.75347 1.88244 4.56856
C -0.58860 1.99499 3.31365
C -2.21288 0.16095 2.81826
O -3.62303 3.01101 -0.14174
C -4.58173 2.01864 -0.44985
C -5.44430 1.69308 0.78205
C -5.48112 2.60352 -1.54505
C -3.92374 0.73449 -0.96383
H -0.33803 5.52991 -1.87369
H -2.01252 4.95712 -1.61401
H -0.66718 3.82764 -1.43343
H -0.38274 7.28759 -0.05541
H -1.13521 6.88870 1.50767
H -2.12603 6.93771 0.03920
H 1.29386 5.34972 0.16259
H 0.64363 3.73476 0.56987
H 0.60843 5.02834 1.78008
H -2.66609 2.93860 4.83058
H -2.29500 1.27990 5.35610
H -3.81402 1.63261 4.49691
H -0.48615 3.06364 3.51620
H -0.11684 1.78209 2.35362
H -0.09411 1.42542 4.10393
H -3.26629 -0.11985 2.75473
H -1.71507 -0.49070 3.54040
H -1.76056 0.02774 1.83373
H -6.12055 2.52256 1.00465
H -4.78138 1.55557 1.63113
H -6.02995 0.78550 0.61905
H -5.88972 3.56079 -1.21427
H -6.30376 1.92117 -1.77097
H -4.89971 2.77137 -2.45349
H -3.33855 0.26781 -0.17111
H -3.23620 0.96717 -1.77747
H -4.67426 0.02566 -1.31927

Forces on atoms 1 to 2 (eV/Å):
Hg 0.1 0.0 0.0
C 0.0 0.0 -0.1

Output
**DFT total energy**: -2520.48105 Ha
**HOMO-LUMO gap (alpha / beta)**: 4.246 / 5.275 eV
**Energy relative to the best compared isomer or geometry (same formula, charge and spin)**: 160.8 kJ/mol
**Charge**: -2
**Multiplicity**: 2
**<S²>**: 0.7733

Results of the Mulliken charge analysis, in e, for atoms 1 through 5:
1. Hg 1.443
2. C -1.937
3. C 2.772
4. C -1.740
5. C -2.338

Max |F| in eV/Å, matching the order above: 7.5, 0.8